Record 1
Here is one molecule with the formula C4H4ClNS at a distorted geometry from OMol25. Energies are from wB97M-V/def2-TZVPD.

Values from the calculation:
SMILES: ClC1=CCSN=C1
HOMO energy: -0.3181 Eh
F_max: 0.07421 hartree/bohr
LUMO energy: -0.146 eV
spin multiplicity: 1

Last column: Löwdin charge in e.
Cartesian coordinates (Å):
Cl 2.75 -0.33 -0.12  0.662
C 1.02 -0.29 -0.08  -0.679
C 0.47 0.93 -0.23  -0.138
C -1.03 1.03 0.13  -0.496
S -2.00 -0.41 -0.24  0.886
N -0.96 -1.75 -0.02  -0.303
C 0.33 -1.61 0.06  -0.258
H 1.16 1.72 -0.36  0.082
H -1.19 1.35 1.20  0.089
H -1.45 1.89 -0.35  0.055
H 0.90 -2.53 -0.01  0.102

---

Record 2
Here is one molecule with the formula C3H7ClN2Si at a distorted geometry from OMol25. Energies are from wB97M-V/def2-TZVPD.

Values from the calculation:
SMILES: [H]/N=[Si](\C)N/C=C\Cl
HOMO energy: -0.3025 Eh
F_max: 0.08601 hartree/bohr
LUMO energy: 0.069 eV
spin multiplicity: 1

Last column: Löwdin charge in e.
Cartesian coordinates (Å):
H 0.79 -0.03 2.49  -0.112
N 0.02 -0.03 1.95  -0.150
Si -0.11 0.85 0.65  0.586
C 0.82 2.34 -0.24  -0.166
N -1.28 -0.31 -0.26  -0.121
C -1.17 -1.61 -0.63  -0.345
C -0.01 -2.24 -0.57  -0.388
Cl 1.63 -1.34 -0.16  0.449
H 0.30 3.11 -0.79  0.027
H 1.42 2.89 0.33  -0.035
H 1.46 1.94 -0.97  -0.002
H -2.24 -0.07 -0.57  0.088
H -2.00 -2.30 -0.93  0.139
H 0.37 -3.21 -0.30  0.029

---

Record 3
Here is H2NO5P2 as an isolated structure at a distorted geometry from OMol25. Energies are from wB97M-V/def2-TZVPD.

Values from the calculation:
HOMO energy: -0.2281 Eh
F_max: 0.08987 hartree/bohr
LUMO energy: 3.749 eV
spin multiplicity: 1
net charge: -1

Last column: Löwdin charge in e.
Cartesian coordinates (Å):
N -0.78 -0.73 1.71  -0.147
O 0.04 1.22 -0.25  -0.242
O -2.40 -0.31 -0.50  -0.344
O 1.52 0.50 -2.29  -0.278
O 0.09 -1.07 -0.76  -0.345
O 2.38 -0.03 0.08  -0.325
P -1.10 -0.56 0.19  0.460
P 1.30 0.19 -0.92  0.247
H 0.50 1.59 0.53  0.076
H -1.56 -0.80 2.21  -0.101

---

Record 4
Here is H32O20S as an isolated structure at a distorted geometry from OMol25. Energies are from wB97M-V/def2-TZVPD.

Values from the calculation:
HOMO energy: -0.1212 Eh
F_max: 0.31099 hartree/bohr
LUMO energy: 4.962 eV
spin multiplicity: 1
net charge: -2

Last column: Löwdin charge in e.
Cartesian coordinates (Å):
S 0.22 0.16 0.19  0.520
O -0.56 1.22 -0.34  -0.283
O 0.97 0.54 1.37  -0.331
O -0.71 -1.03 0.55  -0.245
O 1.17 -0.29 -0.78  -0.318
O 2.38 2.60 -1.98  -0.005
H 1.72 3.11 -1.85  -0.133
H 2.36 1.66 -1.63  0.047
O 0.16 2.31 3.29  -0.160
H 0.60 1.60 2.63  0.034
H -0.21 1.51 3.79  0.053
O 3.49 -0.36 -1.87  -0.019
H 3.38 -0.37 -2.81  0.039
H 2.66 -0.49 -1.48  -0.069
O -2.48 -1.25 1.02  -0.006
H -1.69 -0.93 0.78  -0.395
H -2.87 -0.43 1.33  0.075
O -1.21 -2.51 3.67  -0.010
H -0.67 -2.85 3.12  -0.212
H -1.62 -1.75 3.24  0.028
O -2.96 1.33 -2.40  -0.103
H -2.70 1.59 -1.45  0.069
H -2.82 0.37 -2.45  0.027
O -0.94 1.90 -2.74  -0.124
H -1.80 2.13 -2.67  -0.136
H -0.68 1.62 -1.72  0.021
O 0.39 3.79 -0.50  -0.055
H -0.02 2.98 -0.64  -0.073
H -0.01 4.22 -1.34  0.104
O -2.57 2.94 0.22  -0.027
H -1.85 2.42 0.13  -0.085
H -2.21 3.47 0.95  0.070
O 3.26 1.75 1.26  -0.065
H 2.34 1.40 1.16  -0.004
H 3.56 1.68 2.14  -0.003
O -0.24 -3.25 1.80  -0.072
H -0.45 -2.36 1.28  0.065
H 0.69 -3.39 1.90  0.037
O -2.87 -1.23 -1.65  -0.081
H -2.74 -1.22 -0.72  -0.032
H -2.19 -1.91 -1.96  0.048
O 0.57 -1.19 -3.12  0.016
H -0.20 -1.66 -3.03  -0.034
H 1.00 -0.95 -2.35  -0.059
O -1.29 -3.08 -1.19  -0.018
H -0.99 -2.36 -0.63  0.012
H -1.30 -3.83 -0.66  0.032
O 2.01 -2.65 -0.18  -0.001
H 2.94 -2.31 0.13  0.132
H 1.91 -1.91 -0.56  -0.163
O 2.06 -0.88 3.18  -0.050
H 1.38 -1.54 2.99  0.017
H 1.61 -0.31 2.60  -0.075

---

Record 5
Here is an isolated ion of composition C24H18F4NO and charge +1 at a distorted geometry from OMol25. Energies are from wB97M-V/def2-TZVPD.

Values from the calculation:
SMILES: COc1ccc2c(c1)[C@@H]([C@@H](/C=C/c1cc(F)cc(F)c1)c1cc(F)cc(F)c1)C=[NH+]2
HOMO energy: -0.4285 Eh
F_max: 0.13031 hartree/bohr
LUMO energy: -4.755 eV
spin multiplicity: 1
net charge: +1

Last column: Löwdin charge in e.
Cartesian coordinates (Å):
C -3.90 3.08 2.99  -0.045
O -3.74 3.87 1.80  -0.062
C -2.68 3.60 0.99  -0.228
C -2.58 4.48 -0.11  0.025
C -1.52 4.32 -1.00  0.024
C -0.64 3.24 -0.79  -0.194
C -0.80 2.28 0.20  -0.080
C -1.76 2.52 1.17  0.071
C 0.18 1.09 -0.04  -0.129
C -0.02 -0.37 -0.24  -0.243
C 1.11 -1.40 -0.53  -0.019
C 1.80 -1.45 -1.69  -0.039
C 2.95 -2.34 -1.99  -0.203
C 3.37 -3.36 -1.10  0.042
C 4.51 -4.09 -1.40  -0.224
F 4.91 -5.09 -0.53  0.053
C 5.29 -3.90 -2.53  0.080
C 4.85 -2.91 -3.40  -0.226
F 5.57 -2.69 -4.56  0.048
C 3.71 -2.13 -3.17  0.033
C -1.02 -1.06 0.74  -0.170
C -2.41 -1.18 0.53  0.054
C -3.22 -1.59 1.60  -0.222
F -4.58 -1.64 1.41  0.048
C -2.72 -1.90 2.86  0.075
C -1.34 -1.84 3.00  -0.220
F -0.80 -2.07 4.25  0.056
C -0.48 -1.49 1.95  0.018
C 1.11 1.83 -1.02  0.106
N 0.52 2.91 -1.51  0.174
H -4.81 3.46 3.45  0.101
H -4.02 2.01 2.76  0.093
H -3.05 3.21 3.66  0.103
H -3.32 5.25 -0.28  0.134
H -1.38 4.98 -1.88  0.137
H -1.84 1.90 2.07  0.120
H 0.70 0.76 0.93  0.197
H -0.57 -0.24 -1.22  0.157
H 1.38 -2.13 0.25  0.101
H 1.52 -0.82 -2.55  0.121
H 2.82 -3.55 -0.19  0.118
H 6.16 -4.52 -2.77  0.145
H 3.44 -1.34 -3.86  0.122
H -2.86 -1.01 -0.46  0.134
H -3.38 -2.15 3.69  0.145
H 0.59 -1.55 2.12  0.131
H 2.09 1.50 -1.33  0.145
H 0.86 3.49 -2.28  0.193

---

Record 6
Here is one molecule with the formula C5H12BrFSi at a distorted geometry from OMol25. Energies are from wB97M-V/def2-TZVPD.

Values from the calculation:
SMILES: C[Si](C)(C)[C@H](F)CBr
HOMO energy: -0.3452 Eh
F_max: 0.10004 hartree/bohr
LUMO energy: 0.820 eV
spin multiplicity: 1

Last column: Löwdin charge in e.
Cartesian coordinates (Å):
C -0.07 0.77 -1.57  -0.217
Si 0.37 0.10 0.17  0.671
C 0.23 1.52 1.33  -0.213
C 2.26 -0.56 0.26  -0.149
C -1.20 -1.49 0.50  -0.433
F -0.67 -2.75 0.19  -0.092
C -2.36 -1.32 -0.39  -0.627
Br -3.33 0.28 0.15  0.645
H 0.78 1.50 -1.84  0.064
H 0.09 -0.05 -2.18  -0.020
H -1.10 1.23 -1.65  0.029
H 0.19 2.34 0.74  -0.024
H -0.75 1.44 1.95  0.067
H 1.17 1.56 1.92  0.038
H 2.75 0.43 0.34  0.034
H 2.26 -1.16 1.08  -0.031
H 2.37 -1.08 -0.70  0.025
H -1.40 -1.49 1.57  0.086
H -3.13 -2.14 -0.37  0.080
H -2.20 -1.11 -1.49  0.067

---

Record 7
Here is C18H27N2O5P2PbS as an isolated structure at a distorted geometry from OMol25. Energies are from wB97M-V/def2-TZVPD.

Values from the calculation:
HOMO energy (spin up / spin down): -0.3712 / -0.3712 Eh
F_max: 0.05587 hartree/bohr
LUMO energy (spin up / spin down): -3.854 / -3.854 eV
spin multiplicity: 1
net charge: +1

Last column: Löwdin charge in e.
Cartesian coordinates (Å):
Pb 0.64 -0.80 1.08  1.167
P -1.64 -2.17 -0.10  0.729
C -0.85 -2.72 -1.57  -0.287
C -0.15 -1.83 -2.39  -0.330
N 0.24 -0.63 -1.79  0.049
C 1.15 0.19 -2.38  -0.262
C 1.19 0.17 -3.77  -0.028
C 0.75 -0.94 -4.47  -0.038
C 0.13 -1.94 -3.76  -0.016
C 1.68 1.35 -1.54  -0.300
P 2.58 0.88 -0.04  0.764
H -0.25 -2.82 -4.27  0.122
H 1.65 0.97 -4.32  0.116
H 0.79 -0.99 -5.55  0.124
H 2.34 1.95 -2.18  0.110
H 0.82 1.97 -1.22  0.083
H 2.12 -7.17 -0.45  0.030
H -0.97 -3.75 -1.94  0.078
H 3.97 -2.22 -0.82  -0.009
O 1.84 -6.67 0.32  -0.071
H 0.89 -6.81 0.49  0.045
H -0.24 -0.35 -0.87  0.001
O 3.78 -3.03 -0.34  -0.059
H 2.93 -3.30 -0.76  0.047
C 4.26 0.51 -0.64  -0.254
H 4.84 1.43 -0.82  0.054
H 4.81 -0.07 0.12  0.055
H 4.24 -0.09 -1.56  0.047
C 2.85 2.54 0.67  -0.232
H 2.80 2.50 1.76  0.027
H 3.84 2.93 0.37  0.055
H 2.07 3.22 0.33  0.059
C -2.82 -0.89 -0.73  -0.231
H -3.11 -1.15 -1.76  0.062
H -3.71 -0.93 -0.10  0.049
H -2.40 0.12 -0.68  0.012
C -2.66 -3.56 0.51  -0.240
H -3.17 -3.22 1.41  0.050
H -3.38 -3.86 -0.26  0.059
H -1.99 -4.39 0.75  0.045
O -1.31 2.04 -0.38  0.005
C -1.17 2.09 0.86  -0.475
N -0.19 1.36 1.49  -0.265
S -0.06 1.63 3.13  0.617
O -0.21 0.32 3.74  -0.358
O 1.09 2.44 3.47  -0.280
C -1.54 2.59 3.14  -0.219
C -2.20 3.12 4.25  -0.016
C -3.36 3.87 4.04  -0.035
C -3.83 4.10 2.74  -0.040
C -3.16 3.57 1.63  0.022
C -2.00 2.82 1.85  -0.132
H -1.79 2.92 5.24  0.129
H -3.89 4.29 4.90  0.118
H -4.74 4.68 2.59  0.115
H -3.50 3.72 0.59  0.132

---

Record 8
Here is one molecule with the formula C2H4N4S at a distorted geometry from OMol25. Energies are from wB97M-V/def2-TZVPD.

Values from the calculation:
SMILES: [S-][N+]1=NCCN=N1
HOMO energy (spin up / spin down): -0.3099 / -0.3099 Eh
F_max: 0.10145 hartree/bohr
LUMO energy (spin up / spin down): -0.679 / -0.674 eV
spin multiplicity: 1

Last column: Löwdin charge in e.
Cartesian coordinates (Å):
S 2.21 -0.90 2.20  0.493
N 0.94 -0.63 1.20  -0.660
N 0.35 0.54 1.19  -0.050
C -0.57 0.84 0.14  -0.232
C -0.28 0.02 -1.16  -0.187
N -0.36 -1.32 -0.76  -0.031
N 0.18 -1.74 0.16  0.133
H -0.36 1.96 0.02  0.129
H -1.70 0.93 0.37  0.134
H -1.18 0.13 -1.80  0.120
H 0.77 0.17 -1.56  0.150